1.
Entry from the Open Molecules 2025 dataset: a structure of composition C43H55AsBF2NO5Sb2Si2Tl (ωB97M-V with the def2-TZVPD basis set).

The geometry in XYZ format:
```
113
Properties=species:S:1:pos:R:3:mulliken_charge:R:1
Tl -1.402 -0.224 -0.521 1.382
O -1.138 -2.579 -2.110 -0.276
C -0.281 -2.744 -3.223 -0.096
C -0.983 -2.234 -4.468 -1.050
C -1.276 -0.728 -4.420 0.282
C -0.021 0.098 -4.369 0.210
C 0.649 0.438 -5.544 -0.747
C 1.826 1.161 -5.473 -0.748
C 2.297 1.546 -4.227 -1.142
C 1.569 1.165 -3.112 -1.213
N 0.449 0.448 -3.169 1.043
H -0.656 -2.785 -1.273 0.175
H -0.054 -3.808 -3.360 0.374
H 0.667 -2.215 -3.065 -0.040
H -1.932 -2.770 -4.550 0.422
H -0.374 -2.467 -5.347 0.445
H -1.876 -0.521 -3.537 -0.829
H -1.853 -0.443 -5.302 0.686
H 0.242 0.128 -6.499 0.519
H 2.366 1.421 -6.375 0.414
H 3.209 2.115 -4.110 0.600
H 1.909 1.441 -2.118 0.984
C 3.531 0.615 1.816 -0.984
C 3.506 2.131 1.619 -0.808
C 2.203 2.803 2.049 -0.963
Sb 0.502 2.468 0.776 -0.247
C 0.895 4.201 -0.503 0.890
C 0.341 4.145 -1.784 -0.250
C 0.512 5.169 -2.707 -0.613
C 1.273 6.277 -2.367 -0.579
C 1.843 6.353 -1.104 -0.746
C 1.654 5.328 -0.186 -0.465
C -0.896 3.556 1.990 0.350
C -0.581 4.769 2.597 -0.131
C -1.538 5.468 3.318 -0.781
C -2.831 4.970 3.424 -0.574
C -3.156 3.764 2.824 -0.840
C -2.189 3.057 2.119 -0.296
Sb 2.706 -0.554 0.182 0.238
C 2.979 -2.419 1.206 0.940
C 3.367 -3.538 0.468 -0.779
C 3.450 -4.786 1.064 -0.530
C 3.128 -4.937 2.407 -0.632
C 2.741 -3.833 3.149 -0.468
C 2.669 -2.580 2.553 -0.471
C 4.636 -0.758 -0.810 0.288
C 5.834 -1.008 -0.143 -0.418
C 7.029 -1.134 -0.836 -0.828
C 7.051 -1.007 -2.220 -0.440
C 5.867 -0.783 -2.904 -0.616
C 4.672 -0.665 -2.200 -0.244
H 3.007 0.349 2.736 0.426
H 4.559 0.264 1.913 0.610
H 3.746 2.380 0.577 0.079
H 4.308 2.574 2.221 0.514
H 2.360 3.880 2.108 0.572
H 1.900 2.449 3.037 0.467
H -0.241 3.273 -2.069 0.026
H 0.053 5.095 -3.685 0.445
H 1.425 7.076 -3.082 0.364
H 2.439 7.217 -0.832 0.399
H 2.108 5.423 0.794 0.196
H 0.418 5.180 2.509 0.208
H -1.279 6.407 3.793 0.417
H -3.582 5.523 3.976 0.353
H -4.163 3.370 2.895 0.490
H -2.450 2.106 1.668 0.453
H 3.600 -3.434 -0.587 0.355
H 3.745 -5.648 0.477 0.391
H 3.163 -5.917 2.866 0.353
H 2.469 -3.946 4.191 0.401
H 2.327 -1.742 3.146 0.046
H 5.839 -1.130 0.935 0.345
H 7.947 -1.335 -0.297 0.372
H 7.986 -1.096 -2.759 0.357
H 5.868 -0.699 -3.985 0.421
H 3.750 -0.506 -2.750 0.189
O -0.605 -3.499 1.781 -0.749
C -0.381 -2.388 1.357 0.516
O -0.223 -2.068 0.095 -0.305
C -0.246 -1.165 2.329 0.348
O -0.215 -1.342 3.537 -0.755
O -0.137 -0.058 1.693 0.395
F -2.751 2.481 -0.887 0.051
B -2.238 1.608 -1.735 -0.362
F -2.500 1.832 -3.010 -0.138
C -2.871 0.204 4.231 -0.605
Si -3.804 -1.032 3.192 0.719
C -3.441 -2.794 3.689 -0.848
C -5.633 -0.687 3.531 -1.223
As -3.747 -0.556 0.878 -0.013
Si -4.390 -2.605 -0.058 0.598
C -6.121 -3.021 0.564 -1.218
C -4.563 -2.262 -1.905 -0.663
C -3.322 -4.126 0.125 -0.683
H -3.128 0.073 5.287 0.484
H -3.111 1.227 3.940 0.027
H -1.795 0.062 4.125 -0.022
H -3.634 -2.941 4.756 0.447
H -2.391 -3.030 3.494 0.157
H -4.059 -3.498 3.127 0.203
H -5.863 -0.771 4.598 0.374
H -6.279 -1.377 2.986 0.241
H -5.885 0.324 3.203 0.275
H -6.774 -2.149 0.498 0.295
H -6.104 -3.345 1.608 0.285
H -6.561 -3.827 -0.032 0.396
H -5.417 -1.609 -2.102 0.341
H -4.700 -3.192 -2.465 0.330
H -3.665 -1.776 -2.294 -0.227
H -2.935 -4.257 1.135 0.175
H -2.456 -4.046 -0.535 0.004
H -3.891 -5.017 -0.157 0.500
```

Summary:
**Charge**: -1
**Spin multiplicity**: 1
**LUMO energy**: 2.2 eV
**Energy**: -157691.1603 eV

=====

2.
Entry from the Open Molecules 2025 dataset: a structure of composition C43H56MnN8O7P2S (ωB97M-V with the def2-TZVPD basis set).

The geometry in XYZ format:
```
118
Properties=species:S:1:pos:R:3:mulliken_spin:R:1
Mn 0.355 0.101 -0.394 4.563
C -2.133 -1.318 5.207 0.000
C -2.839 -0.521 4.135 0.000
C -3.465 0.761 4.639 0.000
O -1.918 -0.273 3.007 -0.001
P -0.774 0.764 2.801 -0.012
O 0.169 0.337 1.744 0.111
C -1.517 2.335 2.333 0.011
P -2.288 2.301 0.707 -0.023
O -1.494 1.565 -0.301 -0.009
O -3.719 1.770 1.071 0.000
C -4.779 1.681 0.045 0.001
C -4.807 0.271 -0.480 0.000
C -6.061 2.113 0.714 0.000
O -2.448 3.795 0.233 -0.006
C -3.257 4.792 0.953 0.001
C -4.179 5.427 -0.061 0.000
C -2.319 5.779 1.607 0.000
O -0.151 0.974 4.214 -0.003
C 0.995 1.840 4.536 0.000
C 1.073 1.863 6.042 0.000
C 2.261 1.331 3.881 0.003
H -2.867 -1.674 5.931 0.000
H -1.397 -0.707 5.730 0.000
H -1.626 -2.183 4.778 0.000
H -3.607 -1.132 3.666 0.000
H -2.714 1.418 5.086 0.000
H -4.192 0.517 5.414 0.000
H -3.990 1.285 3.838 0.000
H -0.712 3.075 2.296 -0.001
H -2.256 2.640 3.073 0.000
H -4.523 2.374 -0.760 -0.001
H -5.052 -0.426 0.326 0.000
H -3.840 0.001 -0.902 0.000
H -5.574 0.190 -1.253 0.000
H -6.308 1.431 1.530 0.000
H -6.878 2.097 -0.009 0.000
H -5.980 3.123 1.118 0.000
H -3.847 4.267 1.709 0.000
H -3.597 5.940 -0.829 0.000
H -4.822 6.158 0.430 0.000
H -4.811 4.682 -0.545 0.000
H -1.695 6.261 0.851 0.000
H -1.671 5.303 2.345 0.000
H -2.896 6.552 2.115 0.000
H 0.752 2.841 4.168 0.000
H 1.331 0.873 6.420 0.000
H 0.123 2.172 6.479 0.000
H 1.843 2.567 6.358 0.000
H 2.491 0.325 4.238 0.000
H 3.085 1.991 4.156 0.000
H 2.180 1.299 2.794 0.002
N 4.746 1.437 -0.192 0.002
C 5.195 0.132 -0.076 -0.002
C 6.481 -0.394 0.000 -0.001
C 6.578 -1.764 0.124 0.000
C 5.428 -2.569 0.182 0.000
C 4.161 -2.031 0.102 -0.004
C 4.038 -0.647 -0.049 0.032
N 2.909 0.181 -0.159 -0.056
C 3.394 1.397 -0.227 0.045
C 2.567 2.590 -0.378 0.019
C 2.969 3.888 -0.383 0.006
S 1.630 4.897 -0.676 0.003
C 0.617 3.530 -0.758 0.022
N 1.224 2.391 -0.579 0.022
H 5.320 2.260 -0.238 -0.001
H 7.359 0.238 -0.027 0.000
H 7.554 -2.225 0.190 0.000
H 5.542 -3.640 0.300 0.000
H 3.294 -2.665 0.178 0.008
H 3.957 4.298 -0.238 0.000
H -0.441 3.621 -0.962 -0.003
C -3.286 -3.352 -0.877 0.000
N -2.665 -3.090 0.419 0.001
C -2.826 -4.050 1.508 -0.001
C -1.817 -2.070 0.549 0.002
O -1.558 -1.266 -0.351 0.069
H -4.123 -4.031 -0.735 0.000
H -2.574 -3.805 -1.570 0.000
H -3.642 -2.426 -1.313 0.000
H -3.801 -4.524 1.424 0.000
H -2.779 -3.537 2.468 0.000
H -2.062 -4.828 1.482 0.000
H -1.344 -2.001 1.536 0.002
N 5.503 -0.971 -9.790 0.000
C 4.762 -0.803 -8.927 0.000
C 3.840 -0.590 -7.839 0.000
C 2.513 -0.266 -8.095 0.000
C 1.633 -0.060 -7.047 0.000
C 2.076 -0.176 -5.739 0.001
C 3.400 -0.502 -5.477 0.000
C 4.279 -0.707 -6.524 0.000
N 1.164 0.042 -4.655 0.003
C -0.190 0.316 -4.748 0.013
C -0.638 0.447 -3.475 0.023
N 0.412 0.268 -2.601 0.026
C 1.468 0.021 -3.336 0.042
H 2.169 -0.175 -9.116 0.000
H 0.607 0.195 -7.271 0.000
H 3.765 -0.608 -4.465 0.000
H 5.311 -0.962 -6.324 0.000
H -0.712 0.389 -5.684 0.000
H -1.632 0.666 -3.124 0.008
H 2.454 -0.166 -2.943 0.007
N 0.926 -2.091 -0.717 0.051
C 1.182 -3.207 -0.752 0.014
C 1.465 -4.618 -0.795 0.005
C 1.672 -5.307 0.400 0.001
C 1.976 -6.657 0.356 0.000
C 2.075 -7.306 -0.869 0.000
C 1.867 -6.614 -2.056 0.000
C 1.563 -5.264 -2.026 0.001
H 1.595 -4.785 1.345 0.000
H 2.139 -7.203 1.275 0.000
H 2.317 -8.361 -0.899 0.000
H 1.944 -7.127 -3.005 0.000
H 1.396 -4.711 -2.941 0.000
```

Summary:
**Charge**: +2
**Spin multiplicity**: 6
**LUMO energy (spin up / spin down)**: -4.1 / -4.1 eV
**Energy above the lowest of the compared OMol25 structures with the same formula, charge and spin**: 0.223 eV
**Energy**: -132484.5174 eV

=====

3.
Entry from the Open Molecules 2025 dataset: a structure of composition C43H57AsFIN7O7PSc (ωB97M-V with the def2-TZVPD basis set).

The geometry in XYZ format:
```
119
Properties=species:S:1:pos:R:3:mulliken_charge:R:1
Sc -1.148 -0.193 2.702 -0.474
C 2.851 -2.211 1.542 -1.083
C 1.459 -2.034 1.682 -0.194
N 0.958 -1.432 2.720 0.302
C 1.822 -1.114 3.776 -1.036
C 3.196 -1.248 3.674 1.802
C 3.722 -1.730 2.466 -1.067
C 4.051 -0.852 4.761 -0.943
C 3.467 -0.418 5.865 -0.572
C 2.080 -0.246 6.020 1.134
C 1.419 0.243 7.163 -0.991
C 0.065 0.185 7.297 -1.019
C -0.689 -0.165 6.169 -0.367
N -0.137 -0.515 5.004 0.199
C 1.226 -0.565 4.943 0.353
H 3.231 -2.677 0.643 0.448
H 0.747 -2.289 0.943 0.458
H 4.744 -1.803 2.286 0.565
H 5.115 -0.915 4.729 0.497
H 4.082 -0.145 6.736 0.362
H 2.034 0.503 7.946 0.624
H -0.438 0.453 8.268 0.337
H -1.756 -0.106 6.231 0.496
F 0.200 -0.617 -4.346 -0.369
C -0.563 -1.535 -3.688 0.138
C -0.692 -1.397 -2.317 -0.373
C -1.434 -2.313 -1.617 0.821
C -1.542 -2.121 -0.131 0.364
O -0.940 -1.113 0.285 0.408
C -2.290 -3.125 0.613 -0.381
C -3.065 -3.951 -0.119 -0.215
N -2.997 -4.111 -1.465 0.095
C -3.805 -5.157 -2.048 -0.263
C -5.271 -5.068 -1.765 -0.961
C -4.703 -4.646 -3.158 -0.561
C -2.147 -3.333 -2.285 -0.107
C -1.844 -3.531 -3.637 -0.477
C -1.023 -2.633 -4.340 -1.357
N -0.842 -2.843 -5.709 0.365
C 0.396 -2.473 -6.424 -0.425
C 0.639 -3.478 -7.534 -0.915
N -0.728 -3.983 -7.963 -0.134
C -1.736 -2.883 -7.977 -0.642
C -2.003 -2.475 -6.522 -0.432
C -2.661 -2.990 2.107 -0.035
O -3.365 -3.875 2.525 -0.723
O -2.197 -1.920 2.679 -0.169
H -0.093 -0.663 -1.787 0.203
H -3.779 -4.603 0.304 0.901
H -3.254 -6.060 -2.147 0.520
H -5.527 -4.242 -1.122 0.352
H -5.792 -5.989 -1.564 0.284
H -4.819 -3.555 -3.307 0.213
H -4.656 -5.327 -3.998 0.371
H -2.317 -4.365 -4.148 0.677
H 1.201 -2.546 -5.720 0.460
H 0.459 -1.423 -6.803 0.371
H 1.187 -4.381 -7.279 0.415
H 1.089 -3.038 -8.448 0.377
H -0.970 -4.584 -7.212 0.356
H -0.575 -4.492 -8.838 0.323
H -2.604 -3.348 -8.456 0.406
H -1.349 -2.097 -8.549 0.359
H -2.922 -2.999 -6.179 0.337
H -2.268 -1.395 -6.477 0.313
I -3.146 1.284 4.354 -0.455
N -3.579 1.102 -0.871 0.002
C -4.569 0.490 -0.100 -1.240
C -3.972 0.236 1.095 -0.512
N -2.662 0.644 1.046 1.037
C -2.472 1.201 -0.126 -1.039
H -3.678 1.506 -1.803 0.272
H -5.577 0.431 -0.456 0.505
H -4.405 -0.068 2.035 0.426
H -1.527 1.615 -0.454 0.784
C 5.342 0.902 -1.805 -1.289
As 3.855 1.427 -0.683 0.404
C 2.474 0.943 -1.951 -0.562
C 3.943 3.370 -0.987 -0.647
H 5.182 1.185 -2.845 0.346
H 5.437 -0.192 -1.842 0.344
H 6.269 1.286 -1.429 0.406
H 2.575 1.436 -2.917 0.508
H 1.533 1.132 -1.434 -0.348
H 2.515 -0.132 -2.169 0.397
H 4.791 3.798 -0.423 0.377
H 3.059 3.817 -0.569 -0.158
H 4.057 3.577 -2.068 0.390
C 3.284 4.612 3.118 -1.898
C 2.433 3.347 3.168 1.755
C 3.326 2.172 3.371 -1.322
C 1.495 3.505 4.291 -1.031
O 1.818 3.127 1.829 0.483
P 0.459 2.447 1.458 -1.159
O 0.515 2.144 -0.024 -0.877
O 0.157 1.247 2.363 1.406
O -0.730 3.449 1.747 0.438
C -0.961 4.807 1.249 1.785
C -2.344 4.699 0.637 -1.462
C -0.900 5.679 2.479 -1.697
C 0.125 5.166 0.262 -1.388
H 3.858 4.681 4.038 0.474
H 2.734 5.535 3.051 0.373
H 3.980 4.523 2.247 0.261
H 3.701 2.210 4.395 0.541
H 4.184 2.197 2.739 0.509
H 2.709 1.326 3.270 -0.240
H 2.134 3.819 5.107 0.599
H 0.965 2.518 4.547 -0.259
H 0.662 4.200 4.152 0.074
H -3.084 4.393 1.408 0.282
H -2.275 3.969 -0.191 0.188
H -2.611 5.678 0.299 0.584
H -1.629 5.227 3.151 0.358
H -1.274 6.696 2.298 0.472
H 0.093 5.828 2.902 0.197
H 0.153 4.515 -0.622 0.196
H 1.101 5.086 0.730 0.114
H -0.023 6.159 -0.072 0.573
```

Summary:
**Charge**: +1
**Spin multiplicity**: 1
**LUMO energy**: -3.3 eV
**Energy above the lowest of the compared OMol25 structures with the same formula, charge and spin**: 1.546 eV
**Energy**: -171928.1075 eV

=====

4.
Entry from the Open Molecules 2025 dataset: a structure of composition C43H57BBrKN11O4 (ωB97M-V with the def2-TZVPD basis set).

The geometry in XYZ format:
```
118
Properties=species:S:1:pos:R:3:mulliken_charge:R:1
K 1.463 0.528 -0.264 0.924
C 0.490 -5.267 0.530 -1.288
C -0.375 -4.778 1.696 0.489
C 0.476 -3.966 2.669 -1.449
C -1.496 -3.947 1.156 -0.569
C -2.640 -4.350 0.458 -0.974
C -3.295 -3.184 0.094 0.298
C -4.613 -3.181 -0.642 1.226
C -4.779 -2.057 -1.660 -0.761
C -4.810 -4.512 -1.380 -1.892
N -2.554 -2.142 0.587 1.054
N -1.468 -2.633 1.218 -0.827
B -2.384 -0.609 0.525 -0.120
N -2.870 0.220 1.783 0.402
N -2.049 1.258 2.053 0.234
C -2.540 2.017 3.051 0.382
C -3.719 1.414 3.454 -1.172
C -3.896 0.287 2.653 0.663
C -5.039 -0.669 2.855 0.143
C -4.548 -2.090 3.129 -1.783
C -6.046 -0.629 1.705 -1.744
C -1.799 3.192 3.605 0.492
C -2.219 3.469 5.048 -1.859
C -1.986 4.450 2.748 -1.088
N -2.773 0.031 -0.809 1.003
N -1.998 -0.423 -1.806 0.436
C -2.236 0.308 -2.880 -0.544
C -3.195 1.279 -2.581 -1.417
C -3.510 1.077 -1.249 -0.117
C -4.476 1.859 -0.417 2.501
C -5.820 2.016 -1.132 -1.871
C -3.882 3.230 -0.089 -1.279
C -1.508 0.070 -4.162 0.501
C -0.061 0.552 -4.032 -1.178
C -1.541 -1.416 -4.512 -1.571
H 1.323 -5.866 0.894 0.445
H -0.098 -5.866 -0.162 0.351
H 0.896 -4.418 -0.016 0.221
H -0.794 -5.652 2.214 0.453
H 0.904 -3.110 2.153 0.183
H -0.127 -3.593 3.494 0.323
H 1.282 -4.579 3.068 0.453
H -2.931 -5.358 0.246 0.565
H -5.419 -3.101 0.102 0.195
H -3.946 -2.055 -2.357 0.104
H -5.705 -2.205 -2.215 0.479
H -4.824 -1.084 -1.183 -0.330
H -3.984 -4.684 -2.066 0.414
H -4.879 -5.352 -0.694 0.382
H -5.734 -4.473 -1.955 0.482
H -1.211 -0.458 0.606 0.295
H -4.369 1.745 4.238 0.446
H -5.553 -0.318 3.761 0.541
H -4.051 -2.503 2.260 0.457
H -3.844 -2.092 3.958 0.366
H -5.393 -2.726 3.384 0.490
H -5.570 -0.943 0.786 0.432
H -6.880 -1.292 1.917 0.542
H -6.434 0.379 1.575 0.337
H -0.736 2.928 3.592 0.438
H -3.247 3.820 5.095 0.315
H -2.129 2.578 5.662 0.432
H -1.583 4.239 5.476 0.456
H -3.042 4.694 2.650 0.257
H -1.482 5.294 3.214 0.490
H -1.558 4.304 1.761 0.097
H -3.592 2.021 -3.244 0.507
H -4.646 1.331 0.522 -1.257
H -5.701 2.568 -2.062 0.350
H -6.248 1.042 -1.363 0.316
H -6.519 2.557 -0.496 0.504
H -3.748 3.823 -0.992 0.375
H -4.530 3.771 0.601 0.392
H -2.906 3.107 0.370 -0.168
H -2.005 0.649 -4.949 0.473
H 0.460 -0.038 -3.283 -0.027
H 0.454 0.453 -4.986 0.514
H -0.030 1.591 -3.715 0.326
H -1.111 -1.985 -3.692 0.133
H -2.565 -1.751 -4.668 0.316
H -0.968 -1.612 -5.416 0.493
Br 2.362 -0.667 -8.402 -0.236
C 3.723 -1.145 -7.153 0.228
C 3.355 -1.673 -5.928 -0.450
C 4.332 -2.015 -5.020 -0.131
C 5.694 -1.844 -5.329 -0.293
C 6.029 -1.338 -6.596 -0.051
C 5.054 -0.969 -7.495 -0.652
N 6.704 -2.336 -4.555 -0.653
N 6.854 -2.271 -3.311 -0.509
C 6.196 -1.460 -2.457 0.189
C 6.178 -1.914 -1.124 -0.332
C 5.345 -1.383 -0.184 -0.768
C 4.416 -0.342 -0.478 0.838
O 3.570 0.061 0.347 -1.006
C 4.536 0.249 -1.814 -0.126
N 3.760 1.304 -2.080 -0.465
C 3.933 1.958 -3.204 -0.342
C 4.964 1.667 -4.102 -0.796
C 5.744 0.563 -3.864 -0.351
C 5.483 -0.246 -2.746 0.512
H 2.311 -1.801 -5.685 0.526
H 4.052 -2.431 -4.064 0.475
H 7.073 -1.213 -6.840 0.442
H 5.321 -0.556 -8.458 0.400
H 6.793 -2.774 -0.897 0.405
H 5.320 -1.790 0.817 0.425
H 3.260 2.788 -3.380 0.499
H 5.148 2.308 -4.954 0.400
H 6.573 0.332 -4.519 0.712
O -0.280 2.320 1.199 -0.257
N -0.686 1.261 1.705 -0.663
O -0.879 4.294 -1.761 -0.678
C -0.578 3.353 -1.131 0.378
N -0.266 2.350 -0.578 -0.267
O 0.300 -1.803 -1.054 -0.590
H -0.511 -1.375 -1.402 0.227
H -0.021 -2.239 -0.255 0.362
```

Summary:
**Charge**: -1
**Spin multiplicity**: 1
**LUMO energy**: 2.0 eV
**Energy above the lowest of the compared OMol25 structures with the same formula, charge and spin**: 2.469 eV
**Energy**: -157141.9741 eV

=====

Question: What is the formula in the second record?
Answer: C43H56MnN8O7P2S

=====

Question: Which value of charge does entry 1 give?
Answer: -1

=====

Question: Look up the energy of the second one.
Answer: -132484.5174 eV